[1]
{
  "formula": "C7H7NS2",
  "method": "ωB97M-V/def2-TZVPD",
  "energy_ev": -30528.80227,
  "mol_weight_g_mol": 169.27,
  "orbital_gap_ev": [4.99, 4.99],
  "total_charge": 0,
  "fmax_ha_per_bohr": 0.11556,
  "elements": ["S", "S", "N", "C", "C", "C", "C", "C", "C", "C", "H", "H", "H", "H", "H", "H", "H"],
  "coordinates": [[-2.11660, -1.63664, -1.00914], [1.69645, -1.05477, 0.55464], [-1.09809, 0.60847, 1.07605], [-0.13341, 0.69327, 0.37095], [3.22510, 0.33421, -1.00245], [-3.02436, -0.39397, -0.10320], [3.16695, -0.73350, -0.19763], [2.07235, 1.08644, -0.92774], [-2.41045, -0.00312, 1.30430], [1.11383, 0.51513, -0.11956], [-3.17854, 0.54924, -0.66985], [3.80465, -1.58424, -0.01628], [-3.03384, 0.73975, 1.69587], [-4.05038, -0.70598, 0.08703], [-2.11880, -0.97495, 1.97420], [1.90252, 1.91650, -1.59763], [4.18261, 0.64417, -1.41955]],
  "forces_ev_per_angstrom": [[0.405, 0.448, 0.210], [-0.237, 1.899, -0.654], [2.928, 0.602, -2.072], [-5.481, -0.417, 2.258], [1.962, 0.657, 0.191], [0.211, 0.249, 0.223], [-0.152, -2.946, 1.024], [-1.593, 0.591, -0.619], [1.626, -2.827, -1.082], [1.715, -1.725, 0.315], [0.419, -0.237, 0.250], [0.927, 0.412, -0.400], [-0.798, 0.835, 1.414], [-0.055, -0.290, 0.449], [-1.176, 2.444, -1.496], [-0.147, 0.337, 0.405], [-0.554, -0.031, -0.417]],
  "mulliken_charge": [-0.4643, -0.0048, -0.2014, 0.5118, -0.2885, -0.8110, -0.2760, -0.6934, -0.3520, 0.2795, 0.2915, 0.3681, 0.3225, 0.3312, 0.2551, 0.3737, 0.3580]
}

[2]
{
  "formula": "C7H7O3S",
  "method": "ωB97M-V/def2-TZVPD",
  "energy_ev": -24346.95444,
  "mol_weight_g_mol": 171.20,
  "orbital_gap_ev": 7.28,
  "smiles": "C[S@](=O)([O-])=C=C/C=C\\C=C=O",
  "total_charge": -1,
  "fmax_ha_per_bohr": 0.09551,
  "elements": ["S", "O", "O", "O", "C", "C", "C", "C", "C", "C", "C", "H", "H", "H", "H", "H", "H", "H"],
  "coordinates": [[-0.52312, 0.41366, -2.00528], [-1.76755, -0.19749, -2.42596], [0.52577, 0.39333, -3.05025], [0.79839, 2.12979, 1.65281], [-1.01213, 2.15935, -1.64451], [0.25168, -2.14360, 0.93248], [0.14937, -0.11586, -0.41783], [1.13713, -0.23972, 2.38338], [0.85581, -1.56875, 2.06437], [-0.25790, -1.37642, -0.20250], [0.86877, 0.96240, 1.81884], [-1.75955, 2.30107, -2.51065], [1.27825, -2.35034, 2.60526], [-1.48299, 1.99239, -0.76213], [-0.17378, 2.95914, -1.67499], [-0.82193, -2.09297, -0.92497], [-0.06052, -3.16598, 1.00192], [1.99430, -0.05998, 3.16000]],
  "forces_ev_per_angstrom": [[2.080, 1.020, -0.454], [-0.648, -0.300, 0.212], [-0.694, 0.254, 1.058], [0.092, -1.613, 0.422], [1.580, 0.269, -4.643], [-0.057, 2.666, 1.926], [-1.117, 0.443, -0.657], [2.402, 2.543, 1.454], [-1.678, -2.144, -4.031], [0.069, -2.265, -0.564], [-0.061, 0.282, -0.890], [1.053, 0.196, 1.459], [0.662, -0.749, 1.860], [-1.477, 0.332, 2.824], [-1.388, -1.695, 0.302], [0.606, 1.649, 0.812], [0.404, -0.629, -0.033], [-1.829, -0.259, -1.057]],
  "mulliken_charge": [1.0767, -0.6788, -0.7210, -0.4244, -0.8817, -0.4649, -0.7212, -0.6835, -0.2271, 0.0881, 0.8711, 0.3175, 0.3374, 0.3081, 0.2378, 0.1622, 0.2957, 0.1080]
}

[3]
{
  "formula": "C7H7O4S2",
  "method": "ωB97M-V/def2-TZVPD",
  "energy_ev": -37232.65514,
  "mol_weight_g_mol": 219.26,
  "orbital_gap_ev": 6.79,
  "total_charge": -1,
  "fmax_ha_per_bohr": 0.06460,
  "elements": ["S", "S", "O", "O", "O", "O", "C", "C", "C", "C", "C", "C", "C", "H", "H", "H", "H", "H", "H", "H"],
  "coordinates": [[3.42870, 0.99354, 2.74424], [5.25388, -2.11095, 0.70178], [4.41389, 0.00136, 2.06564], [6.01266, -1.52514, -0.41612], [2.93479, 0.35111, 4.03004], [4.29632, -3.14916, 0.23732], [0.93306, 1.53995, 1.38670], [-0.08568, 1.12879, 0.55098], [0.97015, -1.00770, 0.21093], [1.89616, 0.57824, 1.65879], [1.95941, -0.66984, 1.11825], [-0.05749, -0.11596, -0.11514], [-1.13273, -0.31190, -1.17081], [2.81152, -1.22273, 1.58599], [1.00046, -2.10201, -0.11708], [-2.15021, -0.16912, -0.56739], [-1.18569, 0.60935, -1.78515], [-0.86110, -1.16091, -1.87073], [0.92883, 2.51698, 1.91704], [-0.92081, 1.64998, 0.10485]],
  "forces_ev_per_angstrom": [[-0.873, -3.205, -0.002], [-0.458, -1.113, -2.949], [-0.415, 1.420, 0.558], [-0.946, -0.533, 1.880], [0.633, 1.132, -0.698], [1.447, 1.845, 1.224], [-0.470, -0.028, 0.703], [-0.202, -0.986, -1.704], [-0.232, -2.624, -0.341], [1.851, 2.105, 0.818], [-0.024, 0.317, 0.806], [0.901, 0.252, 0.474], [-0.758, 0.796, 0.805], [-1.005, -0.243, -1.164], [-0.308, 1.670, -0.153], [1.633, -1.511, -1.668], [0.373, -0.481, 0.004], [-1.208, 0.624, 1.131], [0.088, -0.716, -0.576], [-0.027, 1.279, 0.850]],
  "mulliken_charge": [0.3502, 0.8402, -0.6241, -0.4418, -0.6417, -0.4488, -0.7960, -0.4148, -0.5113, 0.5037, -0.6467, 0.8698, -1.3143, 0.4936, 0.2143, 0.2864, 0.3365, 0.3117, 0.3043, 0.3291]
}

[4]
{
  "formula": "C7H8",
  "method": "ωB97M-V/def2-TZVPD",
  "energy_ev": -7384.67256,
  "mol_weight_g_mol": 92.14,
  "orbital_gap_ev": 9.98,
  "smiles": "C#CC/C=C\\C=C",
  "total_charge": 0,
  "fmax_ha_per_bohr": 0.06522,
  "elements": ["C", "C", "C", "C", "C", "C", "C", "H", "H", "H", "H", "H", "H", "H", "H"],
  "coordinates": [[0.16495, 1.21744, -0.24307], [1.10947, 0.50292, 0.48294], [-1.22309, 0.71517, -0.36519], [1.26073, -1.93607, 0.75053], [-1.82685, 0.96058, -1.50345], [1.91808, -2.91166, 0.46305], [0.73811, -0.65732, 1.33404], [2.11657, 0.80562, 0.62333], [1.03647, -0.56828, 2.36273], [-1.68595, 0.17218, 0.41847], [-1.11786, 1.41671, -2.21046], [-2.79274, 0.50794, -1.80341], [0.41734, 2.20650, -0.68573], [-0.27657, -0.91417, 1.18698], [2.26861, -3.79022, -0.00478]],
  "forces_ev_per_angstrom": [[2.074, -1.226, 2.230], [-2.576, 1.974, -0.845], [0.900, 0.931, -0.076], [1.929, 0.023, 0.929], [-0.190, -0.597, -1.378], [-1.189, 0.784, -0.314], [0.420, -2.105, -1.996], [0.763, 0.586, -0.333], [-0.007, 0.063, 0.426], [-0.306, -0.389, 0.659], [-1.158, 0.072, -0.343], [0.696, 0.714, 0.180], [-0.108, -1.081, 0.024], [-1.566, 0.594, 0.800], [0.318, -0.345, 0.035]],
  "mulliken_charge": [-0.2867, -0.4636, -0.0851, -0.4151, -0.8515, -0.0432, -0.4026, 0.4037, 0.3330, 0.3737, 0.2491, 0.2850, 0.3716, 0.1000, 0.4317]
}